Record 1
{"formula": "C3H11NSi", "method": "the ωB97M-V functional and the def2-TZVPD basis", "elements": ["C", "C", "C", "N", "Si", "H", "H", "H", "H", "H", "H", "H", "H", "H", "H", "H"], "coordinates": [[1.57, 0.62, -0.12], [0.13, -1.70, -0.87], [0.58, -0.27, 0.64], [-1.60, 1.31, -0.32], [-1.10, 0.39, 1.06], [2.50, 0.11, -0.57], [1.24, 1.24, -0.99], [1.84, 1.29, 0.69], [0.94, -1.98, -1.48], [-0.69, -1.30, -1.45], [-0.17, -2.58, -0.32], [1.01, -1.08, 1.37], [-2.51, 1.66, -0.27], [-0.89, 1.64, -0.92], [-2.30, -0.38, 1.29], [-0.56, 1.00, 2.27]], "relative_energy_kcal_mol": 52.52, "homo_lumo_gap_ev": 9.71, "e_lumo_ha": 0.034}

Record 2
{"formula": "C3H11O3", "method": "the ωB97M-V functional and the def2-TZVPD basis", "elements": ["C", "O", "C", "C", "H", "H", "H", "H", "H", "H", "H", "H", "H", "O", "H", "H", "O"], "coordinates": [[-0.61, 0.39, 0.26], [0.41, 1.27, 0.32], [-0.24, -0.90, -0.55], [-1.34, -1.91, -0.67], [-1.13, 0.27, 1.32], [-1.46, 0.73, -0.36], [0.10, -0.60, -1.56], [0.58, -1.46, -0.08], [-1.23, -2.77, -1.35], [-1.59, -2.30, 0.41], [-2.16, -1.46, -1.07], [1.13, 2.53, 2.56], [0.60, 1.34, 1.96], [1.11, 1.59, 2.84], [1.45, 0.76, -0.80], [2.36, 1.71, -1.62], [2.04, 0.81, -1.60]], "relative_energy_kcal_mol": 21.97, "homo_lumo_gap_ev": 7.84, "total_charge": -1, "e_lumo_ha": 0.152}

Record 3
{"formula": "C3H11O4", "method": "the ωB97M-V functional and the def2-TZVPD basis", "elements": ["C", "C", "O", "C", "O", "H", "H", "H", "H", "H", "H", "H", "H", "H", "O", "H", "H", "O"], "coordinates": [[0.63, 0.95, 0.07], [1.78, 0.52, 0.97], [2.92, 0.01, 0.22], [-0.69, 0.95, 0.87], [-0.98, -0.34, 1.36], [0.47, 0.20, -0.71], [0.83, 1.91, -0.40], [2.11, 1.41, 1.50], [1.40, -0.27, 1.62], [2.55, -0.65, -0.37], [-0.58, 1.61, 1.74], [-1.52, 1.31, 0.28], [-1.36, -1.12, 0.51], [-1.24, -2.71, -0.25], [-1.72, -1.88, -0.32], [-0.86, -0.39, -2.69], [-1.92, -0.96, -1.75], [-1.81, -0.54, -2.65]], "relative_energy_kcal_mol": 17.29, "homo_lumo_gap_ev": 8.00, "total_charge": -1, "e_lumo_ha": 0.137}

Record 4
{"formula": "C3H11O4S", "method": "the ωB97M-V functional and the def2-TZVPD basis", "elements": ["O", "C", "C", "C", "S", "H", "H", "H", "H", "H", "H", "H", "O", "H", "H", "O", "H", "H", "O"], "coordinates": [[-2.30, 3.42, 2.53], [-1.59, 3.01, 1.65], [-0.72, 3.72, 0.67], [0.10, 2.70, -0.15], [-0.88, 2.08, -1.65], [-1.60, 1.87, 1.53], [-1.48, 4.09, -0.09], [-0.17, 4.59, 0.91], [1.04, 3.13, -0.51], [0.39, 1.87, 0.52], [-1.59, -2.17, 0.03], [-1.87, -1.03, -0.88], [-1.54, -1.94, -0.92], [0.19, -2.18, -0.11], [0.10, -3.58, 0.40], [0.27, -2.68, 0.72], [4.27, -6.10, -1.05], [3.53, -5.50, -2.23], [3.85, -5.28, -1.35]], "relative_energy_kcal_mol": 37.52, "homo_lumo_gap_ev": 5.35, "total_charge": -1, "e_lumo_ha": 0.090}

Record 5
{"formula": "C3H12AlO7P", "method": "the ωB97M-V functional and the def2-TZVPD basis", "elements": ["Al", "P", "O", "O", "O", "O", "C", "O", "H", "H", "H", "H", "C", "O", "H", "H", "H", "H", "C", "O", "H", "H", "H", "H"], "coordinates": [[0.14, -0.48, -1.47], [2.51, -0.21, 2.67], [1.61, -1.41, 2.35], [3.87, -0.71, 2.14], [2.50, -0.12, 4.23], [1.92, 0.97, 1.92], [2.63, -1.90, -5.99], [1.26, -1.94, -5.47], [2.85, -1.19, -6.78], [3.36, -1.83, -5.19], [2.81, -2.88, -6.44], [0.71, -2.23, -6.20], [-1.88, 4.49, 0.85], [-1.39, 3.22, 0.55], [-1.08, 5.12, 1.25], [-2.17, 4.95, -0.09], [-2.69, 4.41, 1.57], [-0.71, 3.07, 1.21], [-3.01, -1.99, 3.27], [-2.21, -1.23, 2.43], [-2.75, -1.92, 4.33], [-4.04, -1.64, 3.22], [-2.94, -3.05, 3.01], [-1.31, -1.50, 2.63]], "relative_energy_kcal_mol": 67.34, "homo_lumo_gap_ev": 5.76, "e_lumo_ha": -0.113}

Record 6
{"formula": "C3H12BrO4PSi2", "method": "the ωB97M-V functional and the def2-TZVPD basis", "elements": ["C", "C", "Br", "C", "Si", "O", "Si", "P", "O", "O", "O", "H", "H", "H", "H", "H", "H", "H", "H", "H", "H", "H", "H"], "coordinates": [[1.97, 1.53, -1.91], [0.89, 0.53, -2.29], [1.75, -1.21, -2.50], [-0.25, 0.53, -1.26], [-1.45, -0.93, -1.19], [-1.57, -1.52, 0.36], [-1.89, -0.52, 1.63], [0.06, -0.12, 2.71], [0.18, 1.30, 3.03], [0.13, -1.08, 4.00], [1.26, -0.66, 1.78], [1.50, 2.46, -1.57], [2.55, 1.14, -1.07], [2.64, 1.73, -2.74], [0.50, 0.80, -3.27], [-0.87, 1.39, -1.50], [0.19, 0.74, -0.29], [-2.79, -0.45, -1.61], [-1.09, -2.05, -2.05], [-2.89, -1.09, 2.55], [-2.35, 0.79, 1.15], [-0.23, -1.96, 3.82], [1.78, -1.34, 2.21]], "homo_lumo_gap_ev": 10.28, "e_lumo_ha": 0.007}

Record 7
{"formula": "C3H12CdN9O12", "method": "the ωB97M-V functional and the def2-TZVPD basis", "elements": ["Cd", "N", "O", "O", "O", "N", "O", "O", "O", "N", "O", "O", "O", "C", "O", "N", "N", "H", "H", "H", "H", "C", "O", "N", "N", "H", "H", "H", "H", "C", "O", "N", "N", "H", "H", "H", "H"], "coordinates": [[-0.88, -0.45, 0.11], [-3.89, 0.12, -1.23], [-4.56, -0.65, -1.92], [-2.81, -0.28, -0.71], [-4.24, 1.29, -1.03], [1.02, -2.94, -1.57], [0.87, -4.09, -1.19], [1.96, -2.64, -2.35], [0.30, -2.00, -1.14], [-1.46, -2.94, 2.24], [-2.15, -3.18, 3.23], [-1.52, -1.78, 1.71], [-0.65, -3.75, 1.80], [-1.00, 2.30, 1.80], [-1.37, 1.28, 1.25], [0.16, 2.38, 2.51], [-1.76, 3.44, 1.76], [0.53, 3.19, 2.96], [0.72, 1.54, 2.52], [-2.69, 3.31, 1.39], [-1.59, 4.24, 2.33], [0.29, 1.16, -2.60], [-0.41, 0.98, -1.60], [1.13, 0.27, -3.19], [0.17, 2.37, -3.26], [1.46, 0.52, -4.09], [1.26, -0.64, -2.73], [0.70, 2.57, -4.09], [-0.40, 3.05, -2.80], [2.16, -0.81, 1.17], [1.09, -0.25, 0.96], [2.36, -1.60, 2.26], [3.24, -0.68, 0.33], [3.14, -2.22, 2.29], [1.68, -1.64, 2.99], [3.96, -1.37, 0.41], [3.18, -0.11, -0.49]], "relative_energy_kcal_mol": 0.00, "homo_lumo_gap_ev": 7.66, "total_charge": -1, "e_lumo_ha": 0.082}

Record 8
{"formula": "C3H12N2", "method": "the ωB97M-V functional and the def2-TZVPD basis", "elements": ["C", "C", "N", "H", "H", "H", "H", "H", "H", "H", "C", "N", "H", "H", "H", "H", "H"], "coordinates": [[0.18, -0.25, 4.09], [0.01, -0.16, 2.55], [0.39, -1.52, 2.01], [0.99, -0.79, 4.55], [0.45, 0.81, 4.39], [-0.67, -0.52, 4.73], [-1.03, 0.18, 2.55], [0.73, 0.52, 2.13], [0.11, -1.36, 1.05], [-0.28, -2.09, 2.51], [0.13, 0.62, -4.89], [-0.63, 0.62, -3.65], [0.60, 1.62, -5.05], [-0.55, 0.58, -5.75], [0.76, -0.26, -4.94], [-0.08, 0.51, -2.81], [-1.13, 1.49, -3.49]], "relative_energy_kcal_mol": 25.01, "smiles": "CCN.CN", "homo_lumo_gap_ev": 9.99, "e_lumo_ha": 0.031}

Calculated values (eV) of E for the records, taken in order: -12654.868, -9431.941, -11480.031, -22314.899, -33517.472, -106586.514, -45846.465, -6284.509.
Calculated values (eV) of HOMO level for the records, taken in order: -8.8, -3.7, -4.3, -2.9, -8.8, -10.1, -5.4, -9.2.